# 1
A 2-piece molecular cluster, C4H10O2S overall, computed with ωB97M-V/def2-TZVPD.

Each line ends with the Löwdin charge.
Element x y z (Å)
O: -0.902 1.610 2.561  0.060
C: 0.158 1.084 2.370  -0.266
C: 0.648 0.690 1.008  -0.172
C: -0.421 0.782 -0.080  -0.286
C: 0.147 0.564 -1.475  -0.535
S: -1.043 -0.274 -2.603  0.714
H: 0.843 0.833 3.209  0.122
H: 1.067 -0.310 0.983  0.104
H: 1.481 1.356 0.784  0.124
H: -1.206 0.065 0.139  0.095
H: -0.918 1.747 -0.006  0.110
H: 1.029 -0.066 -1.424  0.070
H: 0.427 1.474 -1.987  0.061
H: -0.392 -1.424 -2.786  -0.165
O: 0.012 -2.569 -0.053  -0.061
H: -0.424 -2.227 -0.850  -0.018
H: -0.505 -3.336 0.209  0.042

Computed properties:
- total charge = 0
- strongest force on any atom (Eh/bohr) = 0.0144
- total energy (eV) = -19239.92208
- orbital gap (eV) = 10.020
- ΔE to the lowest compared entry with this formula, charge and spin (kcal/mol) = 24.7
- SMILES string = O=CCCCS.O

# 2
A 2-piece molecular cluster, C4H10O2S2 overall, computed with ωB97M-V/def2-TZVPD.

Each line ends with the Löwdin charge.
Element x y z (Å)
C: 0.635 -0.639 -1.225  -0.393
C: 0.949 -0.465 0.223  -0.824
C: 0.068 0.622 0.868  -0.576
C: -1.366 0.210 1.270  -0.276
H: -1.041 -1.417 -2.221  0.300
H: 1.773 -1.001 -1.741  0.140
H: 0.182 0.348 -1.686  0.029
H: 0.760 -1.487 0.790  0.149
H: 2.798 0.403 -0.991  -0.039
H: 0.280 1.000 1.982  0.155
H: 0.737 2.858 0.441  -0.020
H: -1.816 0.992 1.882  0.120
H: -1.223 -0.711 1.620  0.062
H: -2.434 -0.891 -0.302  0.160
O: -0.434 -1.695 -0.998  -0.232
O: -2.405 0.094 0.203  -0.195
S: 2.700 -0.220 0.344  0.732
S: -0.162 1.998 -0.457  0.708

Computed properties:
- total charge = 0
- strongest force on any atom (Eh/bohr) = 0.1613
- total energy (eV) = -30069.10640
- orbital gap (eV) = 8.742
- ΔE to the lowest compared entry with this formula, charge and spin (kcal/mol) = 164.2

# 3
One molecule with the formula C4H10O2Si, computed with ωB97M-V/def2-TZVPD.

Each line ends with the Löwdin charge.
Element x y z (Å)
C: 1.378 -1.722 -0.262  -0.097
C: 0.206 -0.755 -0.020  -0.319
C: -1.131 -1.036 -0.425  -0.119
C: 0.647 0.732 0.229  -0.093
Si: -0.439 2.178 0.164  0.227
O: -1.896 2.148 0.871  -0.165
O: 0.456 3.316 0.898  -0.166
H: 2.121 -1.220 -0.811  0.036
H: 1.993 -2.087 0.718  0.124
H: 1.063 -2.694 -0.775  0.086
H: -1.143 -1.846 -1.114  0.071
H: -1.645 -0.167 -0.925  0.096
H: -1.691 -1.254 0.446  0.078
H: 1.695 0.884 0.616  0.066
H: -0.590 2.454 -1.312  0.009
H: -2.297 1.296 1.199  0.086
H: 0.089 4.190 1.156  0.079

Computed properties:
- total charge = 0
- strongest force on any atom (Eh/bohr) = 0.1813
- total energy (eV) = -16283.09116
- orbital gap (eV) = 8.944
- ΔE to the lowest compared entry with this formula, charge and spin (kcal/mol) = 39.7
- SMILES string = CC(C)=C[SiH](O)O

# 4
A 2-piece molecular cluster, C4H10O3 overall, computed with ωB97M-V/def2-TZVPD.

Each line ends with the Löwdin charge.
Element x y z (Å)
C: 0.384 0.013 0.374  -0.249
C: -0.722 -0.646 1.161  -0.245
C: -0.296 -1.024 2.648  -0.586
O: -1.150 -1.835 3.296  -0.418
C: 0.024 0.483 -1.033  -0.356
O: 1.045 1.248 -1.598  -0.150
H: 1.248 -0.663 0.342  0.098
H: 0.772 0.869 0.944  0.104
H: -1.595 0.014 1.239  0.089
H: -1.107 -1.623 0.828  0.092
H: 0.723 -1.473 2.494  0.067
H: -0.148 -0.040 3.173  0.068
H: -0.171 -0.408 -1.656  0.104
H: -0.973 0.934 -0.978  0.097
H: 0.825 1.448 -2.586  -0.003
H: 0.542 0.908 -4.510  -0.160
O: 0.598 1.795 -4.138  -0.552

Computed properties:
- total charge = -2
- strongest force on any atom (Eh/bohr) = 0.0287
- total energy (eV) = -10449.92826
- orbital gap (eV) = 6.896
- ΔE to the lowest compared entry with this formula, charge and spin (kcal/mol) = 2.4